Here is a molecular structure, C35H25BeBr2N2O2S2Sb from the OMol25 dataset. Energies are from ωB97M-V/def2-TZVPD.

```
70
Properties=species:S:1:pos:R:3:forces:R:3
Be 0.049 -1.536 -1.442 0.13 -0.57 0.15
O -1.112 -1.347 1.866 0.21 0.06 -0.08
C -0.699 -2.094 0.966 -0.20 0.69 0.34
O 0.225 -1.677 0.164 0.22 -0.22 -0.03
C -1.262 -3.450 0.806 -0.09 -0.33 0.03
C -1.791 -4.061 1.947 0.10 0.12 -0.03
C -2.318 -5.334 1.898 -0.02 -0.04 0.03
C -2.337 -6.008 0.680 -0.01 0.00 0.01
C -1.844 -5.407 -0.459 0.07 0.05 -0.02
C -1.290 -4.117 -0.426 0.00 -0.01 0.06
S -0.758 -3.430 -1.945 -0.03 0.46 -0.26
H -1.759 -3.503 2.874 -0.05 -0.01 0.01
H -2.711 -5.798 2.793 0.00 -0.01 0.00
H -2.746 -7.010 0.622 -0.01 0.00 -0.02
H -1.874 -5.916 -1.413 -0.02 -0.05 0.02
Br 0.471 0.026 -8.176 -0.02 0.00 0.09
C 0.219 -0.431 -6.361 -0.04 -0.02 -0.01
C -1.045 -0.747 -5.892 0.09 0.01 -0.09
C -1.156 -1.107 -4.559 -0.12 -0.02 0.01
N -0.119 -1.150 -3.741 0.04 0.13 0.32
C 1.088 -0.825 -4.185 -0.33 0.01 -0.27
C 1.308 -0.460 -5.509 0.15 0.00 0.03
C 2.151 -0.903 -3.164 0.37 -0.01 0.39
C 3.461 -0.524 -3.432 -0.10 -0.05 -0.03
C 4.406 -0.645 -2.432 0.07 -0.02 0.10
Br 6.180 -0.082 -2.741 -0.08 -0.06 -0.01
C 4.047 -1.167 -1.202 0.12 0.05 -0.13
C 2.719 -1.492 -1.009 -0.06 -0.06 0.16
N 1.785 -1.348 -1.946 0.08 0.20 -0.39
H -1.907 -0.725 -6.542 -0.01 0.00 0.01
H -2.114 -1.375 -4.128 0.02 -0.03 0.01
H 2.292 -0.215 -5.880 -0.02 0.00 -0.02
H 3.744 -0.137 -4.399 -0.02 0.00 0.01
H 4.769 -1.309 -0.412 -0.01 0.04 0.02
H 2.368 -1.862 -0.054 -0.03 0.00 -0.04
S -0.617 0.610 -1.349 0.00 -0.15 0.02
Sb -0.405 1.202 0.885 -0.23 0.35 -0.16
C 1.146 0.932 2.335 -0.43 -0.28 -0.27
C 2.467 1.197 2.001 0.00 0.08 -0.13
C 3.434 1.208 2.996 0.05 0.03 0.03
C 3.078 0.985 4.319 -0.03 -0.03 -0.04
C 1.759 0.706 4.644 0.00 0.07 0.06
C 0.791 0.665 3.649 -0.05 -0.17 -0.08
C -2.359 1.283 1.731 0.36 -0.08 0.06
C -2.597 1.675 3.043 0.09 0.08 -0.06
C -3.861 1.514 3.592 -0.02 0.01 0.09
C -4.881 0.950 2.840 0.03 -0.01 -0.07
C -4.648 0.590 1.520 -0.03 0.03 0.04
C -3.390 0.762 0.963 0.02 -0.01 -0.12
C 0.109 3.255 0.528 -0.16 -0.15 0.17
C -0.400 4.264 1.338 -0.01 -0.05 0.01
C -0.051 5.588 1.110 -0.02 0.02 0.04
C 0.815 5.907 0.076 0.03 0.04 -0.02
C 1.334 4.903 -0.731 0.01 0.02 0.03
C 0.981 3.581 -0.504 0.00 -0.04 -0.05
H 2.743 1.413 0.975 0.01 0.02 0.01
H 4.469 1.411 2.748 -0.02 0.01 -0.06
H 3.834 1.028 5.092 -0.01 -0.03 0.01
H 1.477 0.534 5.675 0.01 -0.06 -0.02
H -0.229 0.394 3.884 -0.02 0.00 0.07
H -1.802 2.107 3.638 -0.02 -0.04 0.08
H -4.042 1.809 4.618 0.00 0.01 -0.01
H -5.855 0.781 3.280 0.00 0.05 0.02
H -5.441 0.151 0.929 0.00 0.03 -0.02
H -3.209 0.482 -0.069 0.03 -0.10 0.04
H -1.086 4.017 2.141 0.00 0.07 0.00
H -0.459 6.372 1.736 0.00 -0.01 0.00
H 1.083 6.939 -0.108 0.00 0.00 0.01
H 2.007 5.154 -1.541 0.00 -0.01 0.00
H 1.365 2.799 -1.150 -0.02 0.02 -0.03
```
Forces are in eV/Å.

Calculated values
spin multiplicity = 1
HOMO-LUMO gap = 6.14 eV
E_tot = -212474.375 eV
HOMO energy = -6.934 eV